No. 1
Density functional theory data (the ωB97M-V functional and the def2-TZVPD basis) for a molecular structure, C15H29ClN4O2Pt.

Output
HOMO (spin up / spin down)   -14.132 / -14.178 eV
Spin multiplicity   3
<S²>   2.005
Total charge   +2
Maximum force   0.9 eV Å⁻¹

XYZ file:
```
52
Properties=species:S:1:pos:R:3:forces:R:3:nbo_charge:R:1
Pt -0.604088 0.109238 -0.624248 -0.26 0.49 -0.36 1.146
C -2.125277 -2.370812 -1.740450 0.02 -0.27 -0.10 -0.426
N -2.430509 -1.100977 -1.063575 0.60 0.48 0.43 -0.452
C -3.099725 -1.377123 0.223932 -0.22 -0.14 0.12 -0.431
C -3.235332 -0.225895 -1.936895 -0.20 0.17 -0.06 -0.249
C -3.283315 1.201464 -1.418825 -0.13 -0.19 -0.02 -0.251
N -1.929193 1.781236 -1.270964 0.19 0.00 0.30 -0.448
C -1.913376 2.786668 -0.187337 -0.12 0.21 0.07 -0.424
C -1.477490 2.390384 -2.532238 0.00 0.07 -0.16 -0.426
H -3.048255 -2.886067 -2.023409 -0.02 0.06 0.03 0.221
H -1.572843 -3.021103 -1.063993 0.04 0.05 0.01 0.226
H -1.536938 -2.198686 -2.640694 0.00 0.07 0.02 0.217
H -4.006807 -1.967822 0.062400 0.02 0.03 -0.06 0.217
H -3.361899 -0.454155 0.733174 0.05 0.01 -0.01 0.221
H -2.426595 -1.938524 0.868648 0.04 0.01 -0.04 0.231
H -4.258207 -0.609284 -2.012871 0.03 -0.04 -0.02 0.235
H -2.801188 -0.251643 -2.938057 0.03 -0.06 0.02 0.218
H -3.775731 1.232881 -0.448888 0.03 0.04 0.02 0.229
H -3.878824 1.808646 -2.105445 0.00 0.05 0.04 0.235
H -2.650799 3.571948 -0.378679 0.01 -0.03 -0.06 0.216
H -0.927535 3.244689 -0.128818 0.02 -0.03 -0.04 0.208
H -2.127346 2.313087 0.768175 0.01 -0.05 -0.04 0.242
H -2.132528 3.222428 -2.807073 -0.02 -0.03 0.02 0.223
H -1.484999 1.661919 -3.342176 0.00 -0.03 0.04 0.219
H -0.469164 2.783817 -2.415427 0.01 -0.04 0.03 0.205
Cl 2.888487 -5.393142 0.933754 -0.03 0.00 0.03 0.074
C 2.127023 -3.893921 1.297066 -0.05 0.08 0.02 -0.019
C 1.499871 -3.185298 0.279278 -0.01 -0.15 -0.15 -0.271
C 0.915103 -1.970036 0.584179 -0.07 0.03 0.16 -0.095
C 0.955046 -1.430977 1.860189 -0.05 0.37 -0.03 -0.229
C 1.573763 -2.164761 2.868530 0.01 0.01 -0.04 -0.142
C 2.141928 -3.397763 2.595721 0.01 -0.02 0.06 -0.212
C 0.462969 -0.026404 2.172328 -0.13 -0.82 0.37 0.767
O 1.052980 0.596416 3.042001 -0.13 0.15 0.10 -0.641
O -0.534273 0.453035 1.491825 0.03 0.16 -0.45 -0.773
H 1.470997 -3.603981 -0.718498 0.01 0.06 0.00 0.243
H 0.391685 -1.417493 -0.231728 0.43 -0.73 0.01 0.095
H 1.596048 -1.752405 3.868142 0.04 -0.02 0.01 0.252
H 2.602034 -3.975835 3.385785 0.02 0.00 -0.03 0.253
N 4.309299 2.111088 1.726642 -0.04 -0.06 0.00 -0.665
C 3.806577 1.639939 0.392365 -0.33 -0.11 -0.43 -0.237
C 2.278093 1.586296 0.426638 0.00 -0.02 0.09 -0.256
N 1.663485 1.040352 -0.789200 -0.37 -0.16 -0.02 -0.838
H 5.330044 2.098310 1.764720 0.05 0.02 0.05 0.457
H 3.953053 1.514453 2.480231 -0.06 -0.04 0.07 0.461
H 3.999576 3.064325 1.926464 0.00 0.05 0.04 0.450
H 4.213961 0.644038 0.220678 0.11 0.03 0.07 0.233
H 4.184618 2.312830 -0.375952 0.11 0.05 0.10 0.234
H 1.862324 2.579737 0.602106 -0.04 -0.01 0.02 0.217
H 1.981517 0.966134 1.270524 0.24 0.31 -0.19 0.247
H 2.137614 0.194796 -1.093951 0.06 0.02 -0.01 0.397
H 1.694147 1.703959 -1.556084 0.08 -0.03 -0.03 0.396
```
Forces are in eV/Å.

***

No. 2
Density functional theory data (the ωB97M-V functional and the def2-TZVPD basis) for a molecular structure, C10H28LiN2O4 in a non-equilibrium geometry.

Output
Relative energy (zero: lowest compared OMol25 entry of this formula, charge and spin)   0.0 kJ/mol
HOMO   -12.689 eV
Spin multiplicity   1
Total charge   +1
Maximum force   1.0 eV Å⁻¹

XYZ file:
```
45
Properties=species:S:1:pos:R:3:forces:R:3:nbo_charge:R:1
Li 0.328082 0.463298 0.200882 -0.65 -0.60 -0.27 0.857
C 4.232127 1.965384 0.560236 -0.03 -0.20 0.08 -0.627
C 2.995127 1.072155 0.481865 -0.24 0.11 -0.16 -0.077
C 2.402142 0.956591 1.880757 0.39 0.10 0.23 -0.078
O 1.211168 0.172781 1.930835 0.67 0.27 -0.47 -0.586
C 1.085701 -0.524451 3.156248 -0.77 -0.32 0.15 -0.251
N 1.941418 1.580106 -0.419428 -0.34 0.44 0.31 -0.886
H 3.914034 3.006393 0.630526 0.11 0.04 0.09 0.212
H 4.894283 1.862808 -0.297661 -0.15 -0.02 -0.13 0.231
H 4.819731 1.708629 1.443291 0.05 0.12 -0.01 0.224
H 3.235973 0.073361 0.109775 0.16 -0.02 0.15 0.202
H 2.194201 1.965966 2.265732 -0.05 -0.03 0.00 0.176
H 3.168803 0.528297 2.531632 -0.09 -0.10 0.01 0.199
H 1.066998 0.182771 3.987660 0.19 -0.11 0.10 0.183
H 1.851255 -1.292871 3.281110 0.29 0.28 -0.01 0.187
H 0.133741 -1.056315 3.142765 -0.04 0.19 -0.12 0.207
H 2.283702 1.792819 -1.350400 0.10 -0.34 -0.03 0.388
H 1.620518 2.488065 -0.078516 0.16 0.00 0.05 0.362
C -0.021970 -2.303529 -3.013721 -0.21 0.30 -0.26 -0.628
C 0.088619 -1.057531 -2.123566 -0.61 -0.77 0.25 -0.070
C -1.127955 -0.175749 -2.342097 0.14 -0.02 0.00 -0.069
O -1.068204 0.916108 -1.444825 0.23 0.26 0.30 -0.573
C -2.078969 1.882410 -1.663184 -0.22 -0.38 -0.23 -0.245
N 0.127212 -1.389526 -0.682935 0.80 0.42 -0.10 -0.908
H 0.955773 -2.739383 -3.208519 -0.02 -0.14 0.10 0.223
H -0.474623 -2.062680 -3.980964 0.18 0.06 -0.01 0.218
H -0.680963 -3.041392 -2.556506 0.10 -0.06 0.12 0.215
H 1.018722 -0.534290 -2.344659 -0.09 0.25 -0.12 0.192
H -2.021184 -0.782920 -2.140762 -0.08 0.07 0.00 0.177
H -1.187678 0.179382 -3.376242 0.09 0.01 0.00 0.188
H -3.074270 1.425354 -1.606494 0.03 -0.02 -0.03 0.172
H -1.957724 2.316156 -2.659140 -0.06 0.20 0.08 0.185
H -2.024559 2.643453 -0.889679 0.21 0.06 -0.04 0.192
H 0.885356 -2.042929 -0.522933 -0.10 -0.08 0.12 0.372
H -0.735209 -1.797874 -0.334593 -0.12 -0.13 -0.26 0.407
C -3.511429 -1.136783 0.618044 0.31 -0.31 0.89 -0.089
C -2.868608 -0.457938 1.812847 -0.12 -0.08 -0.18 -0.086
O -1.651709 0.203028 1.436778 -0.18 0.25 0.16 -0.746
O -2.670661 -2.219994 0.203478 -0.18 0.23 -0.13 -0.748
H -3.668869 -0.415372 -0.182742 -0.06 -0.04 -0.15 0.172
H -4.458628 -1.541784 0.983610 -0.14 0.16 -0.25 0.189
H -2.659208 -1.205210 2.581244 0.11 -0.07 -0.06 0.183
H -3.580482 0.247964 2.248820 0.05 0.08 -0.13 0.186
H -1.694116 1.090845 1.803179 0.06 -0.02 0.06 0.480
H -3.237667 -2.945602 -0.071745 0.10 -0.06 -0.07 0.490
```
Forces are in eV/Å.

***

No. 3
Density functional theory data (the ωB97M-V functional and the def2-TZVPD basis) for a single C4H9ClO2S molecule in a non-equilibrium geometry.

Output
Relative energy (zero: lowest compared OMol25 entry of this formula, charge and spin)   0.0 kJ/mol
SMILES string   CCCCS(=O)(=O)Cl
HOMO   -11.224 eV
Spin multiplicity   1
Maximum force   2.7 eV Å⁻¹

XYZ file:
```
17
Properties=species:S:1:pos:R:3:forces:R:3:nbo_charge:R:1
C 1.517777 1.310732 0.181825 1.22 0.92 -1.58 -0.614
C 1.610953 -0.153940 -0.196541 -0.42 -0.13 -1.27 -0.399
C 0.398333 -1.027190 0.100263 -1.91 0.75 0.32 -0.401
C -0.986384 -0.709512 -0.625412 0.49 -2.32 -1.22 -0.692
S -2.044067 0.092355 0.515348 -0.97 1.13 -0.63 2.140
O -2.203147 -0.797096 1.603831 -0.40 -0.31 0.78 -0.896
O -1.727231 1.475401 0.683657 0.78 -0.37 0.33 -0.899
Cl -3.851328 0.321554 -0.474087 0.18 -0.71 -0.06 -0.255
H 0.731806 1.889318 -0.367546 0.42 -0.69 0.63 0.219
H 1.449374 1.478455 1.250034 -0.04 0.15 0.10 0.214
H 2.504095 1.700801 -0.245905 -1.20 0.07 1.04 0.209
H 1.882846 -0.148078 -1.306353 -0.40 -0.52 1.33 0.198
H 2.428445 -0.621164 0.356157 0.18 0.10 -0.18 0.214
H 0.593190 -2.063941 -0.092438 0.24 -0.51 -0.09 0.223
H 0.072182 -0.957658 1.157852 0.98 -0.21 -0.23 0.224
H -0.909982 -0.095688 -1.493337 0.26 0.78 -0.56 0.247
H -1.466854 -1.694355 -1.047347 0.58 1.86 1.31 0.270
```
Forces are in eV/Å.

***

Question: What is the spin multiplicity in the second record?
Answer: 1

***

Question: Which of these has the highest spin multiplicity?
Answer: C15H29ClN4O2Pt

***

Question: Among the records above, which one has the highest maximum force?
Answer: C4H9ClO2S